C30H48I2N3RuSi4 | ωB97M-V/def2-TZVPD

The geometry in XYZ format:
```
88
Properties=species:S:1:pos:R:3
Ru 0.34 -0.90 0.31
C 0.24 -0.95 4.81
C -0.14 -0.81 3.47
N 0.73 -0.70 2.48
C 2.05 -0.71 2.78
C 2.53 -0.84 4.08
C 1.58 -0.97 5.12
C 3.94 -0.86 4.33
C 4.81 -0.75 3.31
C 4.35 -0.60 1.96
C 5.23 -0.48 0.87
C 4.72 -0.34 -0.39
C 3.34 -0.33 -0.57
N 2.47 -0.44 0.43
C 2.98 -0.59 1.69
H -0.51 -1.05 5.57
H -1.19 -0.80 3.20
H 1.91 -1.08 6.14
H 4.29 -0.98 5.35
H 5.88 -0.77 3.48
H 6.30 -0.50 1.04
H 5.36 -0.24 -1.26
H 2.93 -0.22 -1.56
C -2.03 -3.74 -2.69
N -0.77 -4.54 -2.60
C -0.42 -5.12 -3.93
C 0.37 -3.80 -1.90
C 0.69 -2.44 -2.47
C 1.29 -2.42 -3.74
C 1.64 -1.25 -4.38
C 1.40 -0.05 -3.72
C 0.88 -0.07 -2.44
C 0.52 -1.24 -1.75
H -2.77 -4.33 -3.22
H -1.81 -2.83 -3.24
H -2.38 -3.51 -1.69
H -0.95 -5.32 -1.97
H -0.35 -4.33 -4.66
H -1.22 -5.80 -4.21
H 0.52 -5.67 -3.85
H 1.23 -4.47 -1.96
H 0.08 -3.73 -0.86
H 1.53 -3.36 -4.23
H 2.11 -1.27 -5.35
H 1.66 0.89 -4.19
H 0.78 0.88 -1.94
I -1.67 -2.45 0.89
I -1.18 -6.53 0.56
C -4.05 -0.12 -0.46
Si -3.44 0.89 0.96
C -4.08 2.61 1.01
C -3.52 0.18 2.65
Si -0.88 1.04 0.32
Si -1.17 2.64 -1.84
C -2.28 4.10 -1.86
C 0.59 3.20 -1.97
C -1.82 1.33 -2.98
Si 0.09 2.86 1.93
C -0.79 4.39 1.40
C -0.24 2.41 3.68
C 1.87 2.79 1.46
H -4.68 -0.93 -0.08
H -3.25 -0.58 -1.04
H -4.66 0.50 -1.12
H -5.17 2.53 1.13
H -3.89 3.19 0.12
H -3.71 3.15 1.88
H -4.58 0.18 2.94
H -2.99 0.81 3.37
H -3.16 -0.84 2.72
H -2.08 4.83 -1.08
H -3.34 3.85 -1.85
H -2.08 4.58 -2.82
H 0.67 4.24 -1.62
H 0.88 3.20 -3.03
H 1.32 2.61 -1.43
H -2.90 1.44 -3.06
H -1.57 0.32 -2.68
H -1.38 1.49 -3.98
H -1.86 4.25 1.32
H -0.40 4.77 0.46
H -0.60 5.15 2.16
H -1.23 1.97 3.84
H -0.19 3.33 4.27
H 0.51 1.72 4.06
H 2.08 3.42 0.59
H 2.20 1.78 1.24
H 2.47 3.16 2.30
```

HOMO (spin up / spin down) in eV: -15.961 / -16.018
Kohn-Sham gap (spin up / spin down) in eV: 6.97 / 5.52
Electronic energy in a.u.: -3183.60100
Multiplicity: 5
Total charge: +3